Computed, not measured: a molecular structure, C38H53BBrN12O7PSY, with wB97M-V/def2-TZVPD.

Each line ends with the Mulliken spin population.
Element x y z (Å)
Y  -0.698  0.765  -0.726  -0.012
N  -2.201  0.490  -2.682  0.004
C  -3.565  1.011  -2.599  0.003
C  -3.641  2.188  -1.642  -0.021
O  -4.472  3.064  -1.795  0.116
N  -2.695  2.143  -0.633  0.288
C  -2.549  3.275  0.105  0.188
C  -0.953  3.965  -0.456  0.048
O  -0.924  5.144  -0.272  0.221
O  -0.229  3.069  -0.902  0.146
H  -1.662  1.015  -3.375  -0.021
H  -2.155  -0.490  -2.943  0.000
H  -4.226  0.226  -2.227  0.003
H  -3.961  1.341  -3.561  -0.001
H  -2.197  3.110  1.121  -0.008
H  -3.276  4.068  -0.035  0.015
C  -3.897  -0.575  0.744  0.031
C  -2.969  -1.619  0.213  -0.006
C  -3.237  -2.982  0.045  -0.001
C  -2.061  -3.521  -0.425  0.000
N  -1.150  -2.538  -0.529  0.001
N  -1.711  -1.358  -0.157  0.002
B  0.358  -2.775  -0.835  -0.001
N  0.707  -2.341  -2.259  0.000
C  1.727  -2.798  -3.004  0.000
C  1.662  -2.189  -4.234  0.000
C  0.541  -1.349  -4.152  0.000
C  -0.033  -0.548  -5.274  0.000
N  -0.027  -1.435  -2.950  0.000
N  1.261  -1.985  0.147  -0.001
C  2.309  -2.419  0.869  0.000
C  2.892  -1.334  1.480  0.000
C  2.137  -0.233  1.056  0.001
C  2.373  1.192  1.435  -0.001
N  1.161  -0.636  0.243  0.002
N  0.611  -4.275  -0.649  0.000
C  0.565  -4.966  0.518  0.000
C  0.498  -6.301  0.221  0.000
C  0.484  -6.348  -1.192  0.000
C  0.407  -7.544  -2.083  0.000
N  0.539  -5.131  -1.702  0.000
H  -4.635  -1.048  1.392  0.000
H  -4.445  -0.072  -0.054  -0.005
H  -3.379  0.182  1.333  -0.009
H  -4.156  -3.499  0.262  0.000
H  -1.807  -4.538  -0.674  0.000
H  2.394  -3.553  -2.623  0.000
H  2.309  -2.343  -5.081  0.000
H  -0.475  -1.214  -6.017  0.000
H  0.745  0.025  -5.779  0.000
H  -0.803  0.143  -4.943  -0.001
H  2.574  -3.461  0.891  0.000
H  3.750  -1.327  2.131  0.000
H  3.438  1.341  1.626  0.000
H  1.822  1.443  2.340  0.000
H  2.051  1.882  0.653  0.000
H  0.558  -4.459  1.469  0.000
H  0.466  -7.125  0.914  0.000
H  1.095  -8.324  -1.757  0.000
H  0.656  -7.260  -3.104  0.000
H  -0.599  -7.970  -2.083  0.000
Br  0.421  7.000  -5.809  0.000
C  0.002  5.300  -5.106  0.001
C  -1.079  5.148  -4.259  -0.003
C  -1.334  3.876  -3.772  -0.012
N  -0.597  2.805  -4.064  0.001
C  0.436  2.980  -4.885  0.001
C  0.779  4.204  -5.436  -0.001
H  -1.704  5.983  -3.977  0.000
H  -2.178  3.728  -3.107  0.014
H  1.039  2.107  -5.096  0.000
H  1.633  4.296  -6.091  0.000
S  1.907  1.442  -2.356  0.000
C  3.388  1.037  -1.669  0.002
N  4.203  2.033  -1.227  0.001
C  5.427  1.849  -0.677  0.001
C  5.925  0.594  -0.536  0.000
C  5.132  -0.487  -0.977  0.001
C  3.901  -0.276  -1.525  -0.001
H  3.822  2.967  -1.323  0.000
H  5.949  2.744  -0.373  0.000
H  6.900  0.443  -0.098  0.000
H  5.502  -1.499  -0.870  0.000
H  3.273  -1.090  -1.860  0.000
C  -0.589  4.009  3.333  -0.005
C  -0.139  2.997  4.378  0.001
C  -1.126  2.923  5.533  0.000
C  1.260  3.329  4.874  0.000
O  -0.004  1.673  3.796  -0.001
P  -1.046  1.001  2.780  -0.004
O  -2.452  1.305  3.119  -0.002
O  -0.590  1.358  1.367  0.016
O  -0.634  -0.531  2.887  0.001
C  -0.941  -1.486  3.930  -0.001
C  -2.435  -1.533  4.214  0.000
C  -0.476  -2.808  3.337  0.000
C  -0.147  -1.143  5.182  0.000
H  -0.527  5.017  3.746  0.001
H  -1.623  3.825  3.042  0.005
H  0.049  3.958  2.448  0.001
H  -1.214  3.902  6.009  0.000
H  -0.780  2.207  6.280  0.000
H  -2.105  2.611  5.170  0.000
H  1.261  4.292  5.387  0.000
H  1.958  3.378  4.037  0.000
H  1.603  2.561  5.569  0.000
H  -2.985  -1.737  3.294  0.000
H  -2.795  -0.590  4.621  0.000
H  -2.638  -2.335  4.926  0.000
H  -1.044  -3.021  2.428  0.000
H  -0.627  -3.622  4.048  0.000
H  0.584  -2.744  3.083  0.000
H  -0.478  -0.195  5.605  0.000
H  0.915  -1.061  4.944  0.000
H  -0.283  -1.925  5.932  0.000

For the total energy, the calculation gives -164378.9868 eV. The spin multiplicity is 2. The gap between HOMO and LUMO (spin up / spin down) comes out at 7.8 / 6.8 eV. The strongest force on any atom comes out at 0.9 eV Å⁻¹. The expectation value of S² is 0.757. The calculation puts the HOMO energy (spin up / spin down) at -8.185 / -8.489 eV.

***

Computed, not measured: a molecular structure, C38H53BrCuN9O2SSi, with wB97M-V/def2-TZVPD.

Each line ends with the Mulliken spin population.
Element x y z (Å)
Cu  0.087  0.144  2.384  0.691
C  -0.110  -0.390  6.867  -0.001
C  -0.491  -0.204  5.530  -0.001
N  0.382  -0.056  4.561  -0.006
C  1.695  -0.077  4.853  0.000
C  2.177  -0.202  6.167  -0.001
C  1.223  -0.375  7.186  0.000
C  3.586  -0.151  6.414  0.001
C  4.463  0.010  5.399  0.000
C  4.009  0.113  4.046  0.003
C  4.880  0.280  2.957  -0.004
C  4.372  0.380  1.686  0.005
C  2.989  0.290  1.503  -0.003
N  2.154  0.116  2.508  0.067
C  2.631  0.047  3.768  -0.003
H  -0.863  -0.536  7.628  0.000
H  -1.533  -0.160  5.244  0.001
H  1.558  -0.494  8.209  0.000
H  3.932  -0.238  7.436  0.000
H  5.528  0.058  5.587  0.000
H  5.947  0.337  3.136  0.000
H  5.020  0.524  0.833  0.001
H  2.550  0.372  0.515  0.002
N  -0.092  6.258  1.564  0.000
C  0.028  4.913  1.663  -0.004
C  0.879  4.318  2.607  0.003
C  0.956  2.950  2.676  -0.001
N  0.274  2.130  1.871  0.076
C  -0.518  2.689  0.948  -0.006
C  -0.665  4.046  0.805  0.005
H  0.343  6.848  2.248  0.000
H  -0.808  6.658  0.986  0.000
H  1.461  4.932  3.282  0.001
H  1.597  2.489  3.417  0.001
H  -1.043  2.002  0.298  0.003
H  -1.317  4.445  0.039  0.001
C  -2.949  -5.011  3.390  0.000
C  -1.584  -4.757  4.045  0.000
C  -0.760  -3.852  3.195  0.001
N  -0.545  -2.610  3.417  -0.005
N  0.162  -1.981  2.440  0.051
C  0.475  -2.761  1.435  0.008
N  1.217  -2.390  0.367  0.000
S  -0.063  -4.393  1.671  0.006
H  -3.575  -5.631  4.030  0.000
H  -2.822  -5.520  2.434  0.000
H  -3.463  -4.065  3.212  0.000
H  -1.061  -5.704  4.185  0.000
H  -1.706  -4.282  5.018  0.000
H  1.106  -1.419  0.115  -0.004
H  1.166  -3.002  -0.431  0.000
C  -0.473  2.099  -6.022  0.000
C  -0.627  1.907  -4.505  0.000
C  -0.034  3.135  -3.797  0.000
C  -2.122  1.882  -4.157  0.000
Si  0.234  0.264  -3.966  0.002
Br  0.461  0.507  -1.701  -0.011
C  -0.853  -1.308  -4.195  0.000
C  -2.031  -1.340  -3.208  0.000
C  -1.395  -1.356  -5.633  0.000
C  -0.043  -2.587  -3.946  0.000
C  2.068  0.067  -4.549  0.000
C  2.803  1.410  -4.440  0.000
C  2.855  -0.943  -3.700  0.000
C  2.106  -0.396  -6.013  0.000
H  -1.014  2.996  -6.336  0.000
H  -0.872  1.254  -6.588  0.000
H  0.573  2.233  -6.304  0.000
H  -0.566  4.029  -4.138  0.000
H  1.023  3.279  -4.015  0.000
H  -0.153  3.074  -2.716  0.000
H  -2.569  2.842  -4.432  0.000
H  -2.278  1.743  -3.084  0.000
H  -2.666  1.106  -4.694  0.000
H  -2.698  -0.486  -3.318  0.000
H  -1.688  -1.379  -2.172  0.000
H  -2.620  -2.243  -3.398  0.000
H  -2.079  -0.532  -5.840  0.000
H  -1.950  -2.287  -5.781  0.000
H  -0.593  -1.327  -6.375  0.000
H  0.370  -2.601  -2.934  0.000
H  0.769  -2.713  -4.662  0.000
H  -0.704  -3.452  -4.046  0.000
H  2.785  1.795  -3.417  0.000
H  2.380  2.163  -5.105  0.000
H  3.851  1.278  -4.726  0.000
H  2.852  -0.676  -2.643  0.000
H  3.897  -0.953  -4.033  0.000
H  2.476  -1.959  -3.796  0.000
H  1.563  0.284  -6.672  0.000
H  1.682  -1.395  -6.132  0.000
H  3.142  -0.438  -6.362  0.000
C  -4.329  -1.713  -0.102  0.001
N  -3.756  -0.817  0.890  0.003
C  -4.537  -0.036  1.688  -0.002
C  -4.012  0.790  2.606  0.004
C  -2.571  0.839  2.771  0.015
O  -2.013  1.505  3.641  0.000
N  -1.820  0.059  1.907  0.089
C  -2.361  -0.746  0.957  0.013
O  -1.704  -1.388  0.142  -0.002
H  -5.392  -1.831  0.090  0.000
H  -3.835  -2.681  -0.048  0.000
H  -4.181  -1.321  -1.109  0.000
H  -5.604  -0.124  1.531  0.000
H  -4.631  1.401  3.244  0.001

For the total energy, the calculation gives -191168.3810 eV. The spin multiplicity is 2. The gap between HOMO and LUMO (spin up / spin down) comes out at 7.9 / 7.9 eV. The strongest force on any atom comes out at 0.8 eV Å⁻¹. The expectation value of S² is 0.753. The net charge is +1. The calculation puts the HOMO energy (spin up / spin down) at -10.466 / -10.467 eV.